i | The following is a DFT calculation (ωB97M-V/def2-TZVPD) of an isolated molecule of C4H12N2O2.

- Spin multiplicity: 1
- Highest occupied orbital energy: -0.3449 Ha
- SMILES string: C[C@H](N)O[C@@](C)(N)O
- LUMO: 0.9 eV
- HOMO-LUMO gap: 10.25 eV

Positions of all 20 atoms, in Å:
C: -0.490 0.911 0.398
C: 1.071 -0.843 -0.279
C: -0.792 2.255 -0.246
C: 1.496 -1.433 -1.612
N: -1.767 0.358 1.123
N: 0.791 -1.877 0.674
O: -0.060 0.017 -0.592
O: 0.276 0.960 1.526
H: -0.742 0.690 2.085
H: 1.862 -0.219 0.141
H: -2.637 0.792 0.832
H: -1.870 -0.646 1.006
H: 0.041 -2.485 0.369
H: 0.584 -1.489 1.585
H: 0.154 2.709 -0.535
H: -1.419 2.124 -1.127
H: -1.291 2.910 0.467
H: 2.371 -2.064 -1.468
H: 0.688 -2.035 -2.030
H: 1.734 -0.637 -2.315

Here are the Mulliken charges for atoms 1 to 5, given in e: atom 1 (C): 0.771, atom 2 (C): 0.325, atom 3 (C): -1.575, atom 4 (C): -1.340, atom 5 (N): -0.536

ii | The following is a DFT calculation (ωB97M-V/def2-TZVPD) of a cluster of 2 separate species, C4H12N2O2 in total.

- Spin multiplicity: 1
- Highest occupied orbital energy: -0.3423 Ha
- SMILES string: CNCCNC=O.O
- LUMO: 0.7 eV
- HOMO-LUMO gap: 10.01 eV

Positions of all 20 atoms, in Å:
C: -1.249 1.390 1.554
N: -0.182 0.957 0.847
C: 0.269 -0.439 0.967
C: -0.171 -1.411 -0.101
N: 0.607 -1.359 -1.373
C: 2.040 -1.448 -1.337
O: -1.690 0.818 2.538
H: -1.672 2.351 1.237
H: 0.199 1.420 0.035
H: 1.356 -0.322 0.893
H: 0.018 -0.840 1.939
H: -1.216 -1.316 -0.430
H: -0.149 -2.429 0.274
H: 0.173 -1.900 -2.098
H: 2.576 -0.979 -0.504
H: 2.480 -2.448 -1.375
H: 2.502 -0.866 -2.153
H: 0.338 0.757 -2.001
H: -0.993 1.409 -1.893
O: -0.101 1.637 -2.129

Here are the Mulliken charges for atoms 1 to 5, given in e: atom 1 (C): 0.023, atom 2 (N): -0.152, atom 3 (C): -0.672, atom 4 (C): -0.511, atom 5 (N): -0.230

iii | The following is a DFT calculation (ωB97M-V/def2-TZVPD) of a cluster of 2 separate species, C4H12N2O2 in total.

- Spin multiplicity: 1
- Highest occupied orbital energy: -0.3423 Ha
- SMILES string: CCNCC(N)=O.O
- LUMO: 0.7 eV
- HOMO-LUMO gap: 9.99 eV

Positions of all 20 atoms, in Å:
C: -1.029 -1.708 1.410
C: -1.012 -0.201 1.545
N: 0.061 0.476 0.801
C: -0.349 0.849 -0.553
C: -0.201 -0.212 -1.633
N: -1.253 -0.319 -2.498
O: 0.821 -0.834 -1.807
H: -1.206 -2.215 2.352
H: -1.703 -2.125 0.666
H: -0.050 -2.070 1.068
H: -1.940 0.279 1.244
H: -0.889 0.050 2.597
H: 0.819 -0.184 0.651
H: -1.354 1.271 -0.602
H: 0.272 1.667 -0.906
H: -2.204 -0.019 -2.394
H: -1.062 -0.839 -3.340
H: 2.331 1.673 1.285
H: 1.849 1.751 2.685
O: 2.680 1.740 2.192

Here are the Mulliken charges for atoms 1 to 5, given in e: atom 1 (C): -1.103, atom 2 (C): -0.340, atom 3 (N): -0.356, atom 4 (C): -0.679, atom 5 (C): 0.565

Stability verdict: iii, ahead by 41.6 kJ/mol

i | The following is a DFT calculation (ωB97M-V/def2-TZVPD) of a cluster of 2 separate species, C4H12N2O2 in total.

- Spin multiplicity: 1
- Highest occupied orbital energy: -0.3483 Ha
- SMILES string: CNC(=O)[C@@H](C)N.O
- LUMO: 0.9 eV
- HOMO-LUMO gap: 10.38 eV

Positions of all 20 atoms, in Å:
N: -0.106 0.812 -1.614
C: -0.537 0.849 -0.184
C: -0.033 1.993 0.548
C: -0.161 -0.522 0.498
N: -1.084 -1.591 0.270
C: -2.103 -1.552 -0.832
O: 0.760 -0.960 1.183
H: -0.275 1.722 -1.990
H: 0.939 0.469 -1.642
H: -1.616 0.754 -0.317
H: 1.028 1.888 0.885
H: -0.478 2.125 1.588
H: -0.105 2.935 0.100
H: -0.869 -2.531 0.468
H: -1.647 -1.019 -1.616
H: -2.408 -2.602 -1.141
H: -3.151 -1.184 -0.529
H: 3.609 0.491 0.618
H: 2.234 -0.064 0.609
O: 2.750 0.692 0.341

Here are the Mulliken charges for atoms 1 to 5, given in e: atom 1 (N): -0.575, atom 2 (C): 0.109, atom 3 (C): -1.306, atom 4 (C): 0.575, atom 5 (N): -0.231

ii | The following is a DFT calculation (ωB97M-V/def2-TZVPD) of a cluster of 2 separate species, C4H12N2O2 in total.

- Spin multiplicity: 1
- Highest occupied orbital energy: -0.3671 Ha
- SMILES string: CC[C@@H](N)C(N)=O.O
- LUMO: 0.9 eV
- HOMO-LUMO gap: 10.84 eV

Positions of all 20 atoms, in Å:
N: 0.061 0.568 -1.731
C: -2.332 0.640 0.671
C: -0.826 0.306 0.717
C: -0.360 -0.309 -0.578
C: 0.907 -1.214 -0.404
N: 1.152 -2.090 -1.392
O: 1.580 -1.103 0.618
H: 0.944 0.999 -1.437
H: -0.639 1.284 -1.827
H: -2.571 1.426 1.382
H: -2.987 -0.209 0.832
H: -2.525 1.108 -0.297
H: -0.339 1.268 0.900
H: -0.520 -0.329 1.545
H: -1.043 -1.039 -1.022
H: 0.777 -1.815 -2.292
H: 1.538 -2.995 -1.432
H: 3.105 1.502 1.930
H: 1.913 0.597 1.685
O: 2.163 1.405 2.131

Here are the Mulliken charges for atoms 1 to 5, given in e: atom 1 (N): -0.656, atom 2 (C): -1.247, atom 3 (C): -0.467, atom 4 (C): 0.121, atom 5 (C): 0.326

Stability verdict: ii, ahead by 116.9 kJ/mol

i | The following is a DFT calculation (ωB97M-V/def2-TZVPD) of a structure of composition C4H12N2O2.

- Spin multiplicity: 1
- Highest occupied orbital energy: -0.2754 Ha
- LUMO: 0.8 eV
- HOMO-LUMO gap: 8.30 eV

Positions of all 20 atoms, in Å:
C: 1.267 -0.475 0.409
C: -1.973 -0.002 -0.943
C: 2.256 -0.603 -0.757
C: -2.251 1.453 -1.050
N: 0.118 0.281 0.021
N: -0.852 -0.438 -0.442
O: 1.826 0.206 1.490
O: 0.936 -1.803 0.810
H: 2.758 -0.027 1.566
H: 0.567 -1.746 1.700
H: -0.616 0.962 2.282
H: -0.720 -1.464 -0.387
H: -2.697 -0.735 -1.254
H: -1.125 0.826 2.863
H: 1.777 -1.125 -1.581
H: 2.545 0.393 -1.078
H: 3.129 -1.169 -0.441
H: -2.854 1.803 -0.211
H: -2.788 1.677 -1.969
H: -1.305 1.987 -1.027

Here are the Mulliken charges for atoms 1 to 5, given in e: atom 1 (C): 0.724, atom 2 (C): -0.156, atom 3 (C): -1.462, atom 4 (C): -0.990, atom 5 (N): -0.700

ii | The following is a DFT calculation (ωB97M-V/def2-TZVPD) of a cluster of 2 separate species, C4H12N2O2 in total.

- Spin multiplicity: 1
- Highest occupied orbital energy: -0.3501 Ha
- SMILES string: CC[C@@H](N)C(N)=O.O
- LUMO: 0.7 eV
- HOMO-LUMO gap: 10.26 eV

Positions of all 20 atoms, in Å:
N: 0.705 0.284 -1.827
C: -2.779 0.669 -1.667
C: -1.421 0.995 -0.967
C: -0.448 -0.198 -1.042
C: 0.088 -0.522 0.367
N: -0.648 -1.416 1.143
O: 1.188 -0.174 0.716
H: 1.068 -0.448 -2.467
H: 1.559 0.462 -1.324
H: -3.057 1.512 -2.271
H: -3.533 0.145 -1.115
H: -2.580 0.096 -2.582
H: -1.062 1.735 -1.700
H: -1.737 1.305 0.056
H: -0.837 -1.053 -1.598
H: -1.625 -1.602 0.912
H: -0.481 -1.365 2.161
H: 3.907 0.163 2.864
H: 2.392 0.304 2.216
O: 2.970 0.303 2.988

Here are the Mulliken charges for atoms 1 to 5, given in e: atom 1 (N): -0.782, atom 2 (C): -1.335, atom 3 (C): -0.464, atom 4 (C): 0.296, atom 5 (C): 0.206

Stability verdict: ii, ahead by 212.0 kJ/mol

i | The following is a DFT calculation (ωB97M-V/def2-TZVPD) of an isolated molecule of C5H6O.

- Spin multiplicity: 1
- Highest occupied orbital energy: -0.3141 Ha
- SMILES string: Cc1ccoc1
- LUMO: 1.1 eV
- HOMO-LUMO gap: 9.61 eV

Positions of all 12 atoms, in Å:
C: 0.857 -1.376 -0.486
C: 0.148 -0.214 0.080
C: -0.994 -0.288 0.792
O: -1.635 0.889 0.789
C: -0.749 1.796 0.064
C: 0.391 1.144 -0.282
H: 0.603 -2.269 0.085
H: 1.935 -1.223 -0.509
H: 0.502 -1.520 -1.514
H: -1.296 -1.143 1.393
H: -1.114 2.748 0.365
H: 1.371 1.423 -0.687

Here are the Mulliken charges for atoms 1 to 5, given in e: atom 1 (C): -1.120, atom 2 (C): 0.619, atom 3 (C): -0.349, atom 4 (O): -0.336, atom 5 (C): -0.479

ii | The following is a DFT calculation (ωB97M-V/def2-TZVPD) of an isolated molecule of C5H6O.

- Spin multiplicity: 1
- Highest occupied orbital energy: -0.3768 Ha
- SMILES string: C#CC[C@H]1CO1
- LUMO: 1.0 eV
- HOMO-LUMO gap: 11.27 eV

Positions of all 12 atoms, in Å:
C: 2.291 0.554 -0.194
C: 1.366 -0.142 0.129
C: 0.254 -1.079 0.365
C: -0.828 -0.004 0.565
C: -1.393 0.662 -0.595
O: -2.300 0.058 0.284
H: 3.193 1.020 -0.512
H: 0.459 -1.744 1.222
H: 0.204 -1.701 -0.538
H: -0.601 0.521 1.492
H: -1.301 0.111 -1.532
H: -1.346 1.743 -0.688

Here are the Mulliken charges for atoms 1 to 5, given in e: atom 1 (C): 0.091, atom 2 (C): -0.534, atom 3 (C): -0.507, atom 4 (C): -0.090, atom 5 (C): -0.306

Stability verdict: i, ahead by 233.2 kJ/mol